Entry 1:
DFT (ωB97M-V/def2-TZVPD) results for 10 unconnected molecules or ions with the total composition C46H63ClN11.

Total energy, eV: -77629.1086
HOMO-LUMO gap, eV: 5.76
Charge: +1
Highest occupied orbital energy, Ha: -0.3296
Largest force on an atom, eV/A: 0.533

Positions of all 121 atoms, in Å:
C: 2.179 -0.078 3.932
C: 1.995 0.351 2.473
C: 0.733 -0.280 1.866
C: 3.238 -0.048 1.660
N: 3.933 1.079 0.972
C: 5.097 0.950 0.355
N: 5.441 2.139 -0.132
C: 4.479 3.070 0.166
C: 4.552 4.497 -0.252
C: 4.041 5.482 0.819
C: 2.556 5.807 0.695
Cl: 4.988 6.989 0.581
C: 3.528 2.391 0.859
H: 1.269 0.108 4.502
H: 2.985 0.492 4.400
H: 2.429 -1.139 4.003
H: 1.849 1.430 2.477
H: -0.114 -0.091 2.522
H: 0.526 0.155 0.885
H: 0.878 -1.353 1.741
H: 3.969 -0.490 2.336
H: 2.973 -0.775 0.892
H: 5.683 0.052 0.250
H: 6.280 2.340 -0.658
H: 3.967 4.628 -1.166
H: 5.585 4.743 -0.503
H: 4.278 5.113 1.816
H: 1.932 5.075 1.209
H: 2.275 5.852 -0.358
H: 2.355 6.791 1.114
H: 2.611 2.758 1.279
N: -1.995 1.233 -1.015
C: -1.487 0.050 -1.493
C: -2.442 -0.914 -1.322
C: -3.570 -0.294 -0.719
C: -3.265 1.027 -0.539
H: -1.518 2.115 -1.017
H: -0.499 -0.002 -1.919
H: -2.352 -1.949 -1.606
H: -4.498 -0.773 -0.461
H: -3.841 1.840 -0.130
N: -7.029 -1.701 0.336
C: -7.506 -1.628 -0.944
C: -8.229 -2.764 -1.187
C: -8.187 -3.552 -0.005
C: -7.441 -2.869 0.920
H: -6.465 -1.003 0.783
H: -7.291 -0.780 -1.573
H: -8.729 -3.007 -2.108
H: -8.648 -4.516 0.141
H: -7.164 -3.113 1.933
N: -4.392 1.402 -4.032
C: -5.438 2.257 -3.816
C: -6.391 2.003 -4.765
C: -5.900 0.950 -5.585
C: -4.666 0.600 -5.106
H: -3.555 1.363 -3.479
H: -5.417 2.970 -3.009
H: -7.334 2.513 -4.863
H: -6.398 0.501 -6.428
H: -3.966 -0.148 -5.435
N: 2.244 9.968 1.149
C: 1.843 11.227 0.792
C: 1.415 11.866 1.924
C: 1.566 10.959 3.008
C: 2.081 9.798 2.499
H: 2.606 9.277 0.520
H: 1.897 11.560 -0.230
H: 1.037 12.873 1.972
H: 1.325 11.141 4.041
H: 2.345 8.872 2.981
N: 5.382 -2.778 1.553
C: 5.883 -3.078 2.796
C: 6.166 -4.413 2.816
C: 5.828 -4.943 1.540
C: 5.350 -3.914 0.780
H: 5.087 -1.871 1.257
H: 5.995 -2.320 3.554
H: 6.572 -4.957 3.652
H: 5.931 -5.966 1.220
H: 4.992 -3.888 -0.235
N: 9.398 6.378 0.288
C: 10.519 6.060 -0.427
C: 10.151 5.880 -1.732
C: 8.749 6.103 -1.809
C: 8.312 6.409 -0.545
H: 9.378 6.568 1.273
H: 11.482 5.994 0.050
H: 10.811 5.627 -2.544
H: 8.135 6.054 -2.693
H: 7.327 6.642 -0.179
N: 5.607 -7.736 -2.780
C: 6.275 -8.923 -2.905
C: 6.766 -9.261 -1.674
C: 6.377 -8.238 -0.767
C: 5.664 -7.311 -1.480
H: 5.147 -7.253 -3.528
H: 6.343 -9.425 -3.855
H: 7.339 -10.144 -1.446
H: 6.598 -8.193 0.286
H: 5.191 -6.394 -1.174
N: -10.767 -3.901 2.272
C: -11.748 -3.837 1.323
C: -12.948 -4.061 1.945
C: -12.677 -4.265 3.326
C: -11.323 -4.159 3.495
H: -9.788 -3.775 2.089
H: -11.509 -3.638 0.293
H: -13.912 -4.075 1.466
H: -13.395 -4.465 4.103
H: -10.712 -4.245 4.378
N: -5.125 -6.719 -0.628
C: -5.860 -5.738 -1.239
C: -6.143 -6.163 -2.510
C: -5.559 -7.450 -2.669
C: -4.939 -7.766 -1.491
H: -4.778 -6.679 0.312
H: -6.116 -4.831 -0.724
H: -6.708 -5.613 -3.243
H: -5.594 -8.073 -3.547
H: -4.389 -8.642 -1.193


Entry 2:
DFT (ωB97M-V/def2-TZVPD) results for 9 unconnected molecules or ions with the total composition C27H54O9 at a distorted geometry.

Total energy, eV: -47299.3528
HOMO-LUMO gap, eV: 9.80
Charge: 0
Energy above the lowest of the compared OMol25 structures with the same formula, charge and spin, eV: 2.981
Highest occupied orbital energy, Ha: -0.3492
Structure (SMILES): CC(C)=O.CC(C)=O.CC(C)=O.CC(C)=O.CC(C)=O.CC(C)=O.CC(C)=O.CC(C)=O.CC(C)=O
Largest force on an atom, eV/A: 3.489

Positions of all 90 atoms, in Å:
C: 20.953 19.440 11.787
C: 20.626 20.607 10.899
C: 20.542 21.965 11.528
O: 20.245 20.446 9.776
H: 20.728 19.681 12.826
H: 22.028 19.262 11.788
H: 20.487 18.539 11.387
H: 21.406 22.177 12.158
H: 19.684 22.026 12.197
H: 20.353 22.739 10.784
C: 12.565 18.821 26.058
C: 12.723 19.724 24.864
C: 14.083 20.069 24.358
O: 11.733 20.246 24.300
H: 12.485 19.489 26.915
H: 13.486 18.336 26.383
H: 11.739 18.115 25.980
H: 14.670 19.150 24.354
H: 14.652 20.806 24.924
H: 13.885 20.416 23.343
C: 15.021 17.632 17.278
C: 14.830 16.872 18.571
C: 13.432 16.569 19.047
O: 15.790 16.496 19.184
H: 14.815 18.666 17.555
H: 14.229 17.319 16.597
H: 16.029 17.629 16.865
H: 12.860 17.494 19.115
H: 13.392 16.220 20.079
H: 13.058 15.733 18.455
C: 14.826 26.687 16.970
C: 16.293 26.965 17.136
C: 16.512 28.276 17.840
O: 17.179 26.300 16.669
H: 14.309 26.944 17.895
H: 14.675 25.633 16.737
H: 14.530 27.316 16.131
H: 17.570 28.359 18.089
H: 15.902 28.431 18.729
H: 16.292 29.088 17.147
C: 23.633 20.369 28.274
C: 24.769 21.259 28.739
C: 26.082 20.544 28.845
O: 24.608 22.398 29.202
H: 22.692 20.731 28.690
H: 23.742 19.383 28.727
H: 23.572 20.382 27.186
H: 25.965 19.611 29.397
H: 26.858 21.202 29.235
H: 26.433 20.367 27.828
C: 29.157 24.364 23.186
C: 30.279 25.164 22.630
C: 30.693 25.004 21.217
O: 30.841 25.921 23.416
H: 29.411 23.982 24.175
H: 28.783 23.612 22.491
H: 28.297 25.001 23.391
H: 29.950 25.531 20.618
H: 30.655 23.924 21.080
H: 31.719 25.308 21.007
C: 18.657 27.006 25.488
C: 19.460 28.256 25.280
C: 19.278 29.385 26.228
O: 20.225 28.391 24.314
H: 19.277 26.132 25.687
H: 18.083 26.814 24.581
H: 17.913 27.096 26.279
H: 20.015 30.187 26.214
H: 19.240 28.848 27.175
H: 18.318 29.877 26.065
C: 27.513 20.257 15.093
C: 28.062 21.148 13.981
C: 29.460 21.702 14.171
O: 27.429 21.464 13.000
H: 27.608 20.795 16.036
H: 28.019 19.298 14.981
H: 26.437 20.087 15.059
H: 29.718 21.828 15.222
H: 29.492 22.690 13.712
H: 30.242 21.083 13.731
C: 22.693 23.264 19.770
C: 22.133 21.968 20.316
C: 20.695 21.725 20.408
O: 22.889 21.044 20.624
H: 23.770 23.282 19.936
H: 22.230 24.074 20.333
H: 22.480 23.211 18.702
H: 20.320 21.608 19.391
H: 20.295 22.610 20.903
H: 20.480 20.767 20.881


Entry 3:
DFT (ωB97M-V/def2-TZVPD) results for a molecular structure, C8H15FeN3O5S.

Total energy, eV: -68464.5938
HOMO-LUMO gap (spin up / spin down), eV: 9.94 / 6.13
Charge: +1
Highest occupied orbital energy (spin up / spin down), Ha: -0.4575 / -0.4508
Largest force on an atom, eV/A: 0.540
Multiplicity: 6

Positions of all 33 atoms, in Å:
Fe: -0.130 -1.090 0.220
O: -2.292 -0.750 0.283
C: -2.903 -0.272 -0.924
C: -2.613 1.192 -1.204
N: -1.226 1.498 -1.548
C: -0.557 2.487 -0.859
C: 0.293 1.965 0.534
O: 0.648 2.902 1.177
O: 0.445 0.727 0.630
C: -0.631 0.899 -2.735
C: 0.379 -0.247 -2.483
O: 1.409 -0.253 -3.097
O: -0.041 -1.183 -1.659
H: -2.696 -0.341 1.058
H: -3.982 -0.408 -0.868
H: -2.515 -0.910 -1.713
H: -2.886 1.805 -0.345
H: -3.239 1.503 -2.047
H: -1.233 3.231 -0.446
H: 0.235 2.935 -1.456
H: -0.112 1.668 -3.300
H: -1.432 0.479 -3.346
C: 2.796 -5.826 0.455
N: 1.870 -4.925 1.127
C: 1.264 -3.892 0.555
N: 1.586 -3.584 -0.698
S: 0.076 -3.037 1.484
H: 3.201 -6.509 1.195
H: 3.633 -5.271 0.029
H: 2.296 -6.404 -0.323
H: 1.565 -5.148 2.061
H: 2.300 -4.091 -1.195
H: 1.153 -2.807 -1.182


Which value of total energy does entry 3 give?
-68464.5938 eV


total energy of number 3 (C8H15FeN3O5S)?
-68464.5938 eV


Number 1 is which compound?
C46H63ClN11


Copy entry 3 word for word.
DFT (ωB97M-V/def2-TZVPD) results for a molecular structure, C8H15FeN3O5S.

Total energy, eV: -68464.5938
HOMO-LUMO gap (spin up / spin down), eV: 9.94 / 6.13
Charge: +1
Highest occupied orbital energy (spin up / spin down), Ha: -0.4575 / -0.4508
Largest force on an atom, eV/A: 0.540
Multiplicity: 6

Positions of all 33 atoms, in Å:
Fe: -0.130 -1.090 0.220
O: -2.292 -0.750 0.283
C: -2.903 -0.272 -0.924
C: -2.613 1.192 -1.204
N: -1.226 1.498 -1.548
C: -0.557 2.487 -0.859
C: 0.293 1.965 0.534
O: 0.648 2.902 1.177
O: 0.445 0.727 0.630
C: -0.631 0.899 -2.735
C: 0.379 -0.247 -2.483
O: 1.409 -0.253 -3.097
O: -0.041 -1.183 -1.659
H: -2.696 -0.341 1.058
H: -3.982 -0.408 -0.868
H: -2.515 -0.910 -1.713
H: -2.886 1.805 -0.345
H: -3.239 1.503 -2.047
H: -1.233 3.231 -0.446
H: 0.235 2.935 -1.456
H: -0.112 1.668 -3.300
H: -1.432 0.479 -3.346
C: 2.796 -5.826 0.455
N: 1.870 -4.925 1.127
C: 1.264 -3.892 0.555
N: 1.586 -3.584 -0.698
S: 0.076 -3.037 1.484
H: 3.201 -6.509 1.195
H: 3.633 -5.271 0.029
H: 2.296 -6.404 -0.323
H: 1.565 -5.148 2.061
H: 2.300 -4.091 -1.195
H: 1.153 -2.807 -1.182